Entry from the Open Molecules 2025 dataset: C2H7NS2 as an isolated structure (ωB97M-V with the def2-TZVPD basis set).

CARTESIAN COORDINATES (ANGSTROEM)
C -0.07959 -0.26681 0.24844
H 0.13350 -1.32700 0.39536
H 0.23484 0.95260 -1.64417
S -1.27599 1.51829 3.22971
H 1.24803 -0.54423 -1.54790
N 0.65646 0.59327 1.14977
H -1.15431 -0.17580 0.44396
S -0.47969 -2.28452 -2.35449
C 0.38231 -0.01686 -1.16033
H -0.36601 -0.52063 -1.91752
H 0.30485 0.50247 2.12798
H 0.39563 1.56922 1.02920

## Properties
**Multiplicity**: 2
**Energy above the lowest of the compared OMol25 structures with the same formula, charge and spin**: 76.1 kcal/mol
**Gap between HOMO and LUMO (spin up / spin down)**: 3.841 / 3.379 eV
**Net charge**: -1
**HOMO (spin up / spin down)**: -3.4 / -3.0 eV
**Expectation value of S²**: 0.76


Entry from the Open Molecules 2025 dataset: a 2-piece molecular cluster, C5H14NO2 overall (ωB97M-V with the def2-TZVPD basis set).

CARTESIAN COORDINATES (ANGSTROEM)
H 0.05206 0.25847 2.40731
H -0.52849 2.41874 1.41199
H 1.69251 0.35195 0.74608
H 0.48124 -0.20084 -1.20110
H 1.90416 -1.00491 -1.23041
N -1.07372 0.54327 0.66625
C 1.14886 -0.59696 0.73464
O -1.30610 -1.65583 -0.86032
H -1.88217 -2.38895 -1.12436
H 0.12964 3.10928 -1.75084
H 1.09199 3.66460 -0.67837
C -0.14282 -0.27081 1.47206
O 0.47918 2.94537 -0.86842
C -0.00754 -2.20818 -0.93009
H 0.17820 -2.95685 -0.15234
C -1.11265 1.80944 0.72829
C 0.95680 -1.06093 -0.70317
H -0.73597 -1.09974 1.84777
H -1.37740 0.00320 -0.15824
H -1.85839 2.36224 0.18690
H 1.69100 -1.32666 1.33370
H 0.21961 -2.69591 -1.87731

## Properties
**Energy above the lowest of the compared OMol25 structures with the same formula, charge and spin**: 41.5 kcal/mol
**Gap between HOMO and LUMO**: 10.638 eV
**Net charge**: +1
**HOMO**: -14.5 eV


Entry from the Open Molecules 2025 dataset: a 23-piece molecular cluster, C62H170O30 overall (ωB97M-V with the def2-TZVPD basis set).

CARTESIAN COORDINATES (ANGSTROEM)
C 12.24127 -21.69117 26.18705
H 13.96578 -20.54084 25.42727
H 7.38502 -18.05012 28.16380
H 9.22150 -15.83777 21.01221
H 6.44826 -18.75524 30.22019
H -2.02723 -18.95911 30.63551
H 4.18533 -16.40509 30.67785
H 3.16804 -18.28439 19.99055
H 6.93526 -15.55084 31.49875
H 2.41535 -17.40584 26.87356
H 4.05704 -20.98743 24.72769
H -1.44861 -17.81698 28.51024
C 5.90639 -18.33215 32.07624
H 5.02374 -18.49798 32.66197
H 9.21178 -12.32029 30.63477
H 1.81563 -15.39259 25.38532
H 6.20492 -10.46222 25.29980
H 3.93340 -16.03474 27.57119
O 7.84778 -18.21310 29.05585
H 6.47660 -6.88852 25.15823
H -0.17583 -15.34455 29.23022
O 1.54569 -18.16586 35.24217
H 11.51135 -13.52692 21.30184
C 3.64979 -11.76811 27.99184
O 2.96695 -11.25584 26.83097
C 9.87192 -17.09524 25.37599
H 8.93774 -12.69842 25.78106
H 6.89588 -21.21309 27.33413
H 6.29969 -20.65294 31.98202
C 10.29056 -15.64457 25.53356
H 8.56698 -15.68844 30.95338
H 2.10509 -19.79201 21.37737
H 13.55001 -23.29951 25.70029
H 7.37614 -19.51505 24.24631
O -2.68645 -13.15257 28.71216
C 13.22307 -20.56388 26.23077
C 9.78310 -8.78970 29.10804
C 0.76009 -19.13168 34.46006
H -0.35685 -14.12238 27.88135
H 6.91534 -12.33386 24.45675
H 9.04285 -8.47003 28.36442
H 6.51709 -18.84138 26.10889
H 8.15631 -13.69010 32.28151
H 4.60170 -7.48515 23.73043
H 3.48584 -19.67029 28.71736
H 10.58059 -22.07072 27.14429
C 6.24618 -15.97424 25.86323
H 10.90532 -8.01321 31.42134
H 5.55694 -8.96309 23.19820
C 4.19237 -13.09570 27.59338
H 2.38406 -15.99955 20.10849
H 3.17055 -20.97539 23.16423
H 3.23600 -14.58974 32.15323
C 1.31820 -15.49926 32.26643
H 10.75288 -17.81696 26.92196
C -1.36041 -13.40880 24.67204
C 2.20931 -18.06905 20.47636
H -0.48393 -10.90947 25.35804
H 1.08178 -19.31049 29.56701
H 2.88553 -13.30095 23.34501
H 5.54960 -16.26165 28.45026
O 7.40843 -11.62042 24.98264
H 6.83140 -22.48390 26.05187
O 6.29007 -13.60719 23.52470
H 12.09562 -15.99402 25.44175
H 4.80275 -19.06648 21.55882
H 5.52677 -15.18328 25.73092
H -1.22712 -20.42483 30.03533
H 7.47845 -8.31869 24.74223
H 3.20004 -17.62369 24.44205
H 7.12307 -7.93153 26.37483
C 1.82219 -16.40422 25.02914
C 2.78080 -15.58828 32.08156
H 7.94473 -18.87421 32.23982
O 7.17333 -10.86474 27.87740
C 4.99591 -13.77167 22.84646
H 2.55140 -17.13130 30.60890
H 8.51170 -8.27625 30.80682
C 8.13809 -20.80594 25.56086
H 5.74852 -13.24584 31.08298
C 10.19413 -18.26296 29.37663
O 6.67978 -20.49480 32.85133
H 0.88722 -19.24941 19.24398
H 3.23003 -16.43124 21.63854
H -0.15109 -18.64470 34.09271
C 0.75504 -16.57391 23.97956
H -0.15954 -11.08837 23.62927
H 0.88627 -15.74480 23.24357
O 4.26933 -23.42471 25.08718
C -0.87074 -14.81575 28.56157
H 4.61638 -21.86813 29.25711
H 6.79340 -20.28955 21.69049
O 10.63890 -13.88316 21.02015
H 3.70770 -10.83034 26.33434
H -0.05704 -21.15407 34.96031
C 7.16590 -18.74800 20.32420
C 3.90980 -21.47649 23.77724
C 2.53074 -21.90465 29.74846
H 5.54253 -17.56287 22.11670
H 6.99844 -15.63651 26.55535
C 4.84881 -8.52553 23.91362
H 0.83268 -17.51821 23.42586
O 2.12666 -18.84616 21.63145
H 8.73855 -21.33903 24.82874
H -1.13570 -13.39963 30.19615
H 7.46058 -15.27327 29.79513
H 8.16788 -19.14467 20.03380
H 0.31779 -17.83724 30.32171
H 0.57993 -13.45150 23.95610
H -2.66259 -19.77565 29.21511
H 6.92288 -14.36393 23.33062
C 1.57251 -19.60896 33.25838
C 6.88476 -19.21336 21.73027
H 7.32387 -17.67535 20.13319
H 2.59124 -21.15235 30.51335
H 8.83909 -17.25956 25.72990
H -3.30992 -15.42547 29.63064
C 6.71872 -7.91489 25.38605
H 3.36959 -13.80020 27.39296
O 6.46637 -18.17908 26.84044
H 4.75562 -17.58917 25.88838
H 12.69533 -19.57096 26.19190
C 4.83177 -16.68137 27.79767
C 3.63932 -21.79484 28.72391
H 0.90408 -14.83911 31.45113
H -0.25283 -16.49914 24.39586
H -2.17875 -15.59250 30.99575
H 10.20433 -9.73566 28.75176
H 0.99924 -15.06549 33.22056
H -0.10356 -19.91160 36.31519
H 4.71319 -13.49381 28.42353
H 4.14327 -16.62041 33.03632
C 8.99158 -18.97172 28.83277
H 8.93584 -11.73581 27.99215
C 2.67516 -11.79146 29.13630
C 3.36934 -22.81912 24.19562
H 6.66123 -16.12605 24.88437
H 9.91006 -9.02609 32.57070
O 3.23885 -16.41501 33.16086
H -2.14660 -12.86238 27.96745
O -0.71191 -19.55762 27.59901
H 5.78664 -21.60025 23.73461
H 4.80454 -14.85619 22.79359
H 4.48394 -11.07441 28.26680
C 7.68540 -15.10210 30.84102
H 10.65961 -14.55536 22.98037
C 0.13708 -11.37688 24.61243
C 7.89839 -13.67059 31.18609
H 1.31376 -18.38039 25.96359
C 10.37007 -8.97400 31.58361
H 11.05284 -18.94237 29.17542
H 1.39208 -12.90858 26.17973
H 8.00789 -10.39141 29.68344
H 0.73138 -16.95628 26.92929
H 13.74772 -20.68423 27.13975
C 12.85762 -23.00104 26.47048
H 7.20505 -18.83401 33.80033
H 1.19679 -11.08755 24.78173
H 6.43098 -19.15878 19.65258
H 11.69704 -21.68229 25.22858
H 1.27983 -17.62496 18.63022
H 8.97954 -19.92932 29.31867
C 7.95060 -12.32474 26.14540
H 9.77690 -17.31851 24.32228
C 7.03495 -19.11658 32.78596
H -1.52718 -19.59328 27.09437
H 13.42596 -22.85898 27.40722
O 10.81663 -18.04535 25.98826
H 7.25139 -13.08937 26.50837
O 7.89579 -18.77562 22.67725
C 7.48697 -21.73870 26.53986
O 8.01820 -15.64500 22.87957
H 11.02263 -9.78539 31.42735
H 4.40113 -20.30452 27.27769
H 0.16084 -17.82661 19.89840
H 2.94613 -15.47569 29.86043
C 8.81303 -15.09976 21.81310
C 1.07594 -18.21834 19.53435
H 8.69193 -19.02385 22.21546
C 2.34966 -16.67610 21.00220
O 5.70006 -18.94234 30.81855
H -3.32534 -14.21620 31.04402
H 6.72584 -11.77958 31.31535
H -1.95864 -12.89847 25.41719
O 3.50834 -22.97174 27.83037
H 5.80134 -13.58255 20.83600
H 4.69975 -8.07136 25.94078
O 0.48348 -13.30599 26.06126
H 4.41091 -17.66269 28.24831
H 9.12988 -19.19972 27.79487
H 7.81818 -16.60711 22.73323
H 4.83345 -12.97366 26.71878
H 8.80688 -10.44798 26.71629
H 1.84378 -12.45283 28.96490
O 3.13580 -16.67394 24.41616
H 2.57528 -20.55743 27.39086
H -1.85602 -13.23007 23.71378
H 3.88933 -13.58270 24.71643
H 8.17472 -14.46827 21.24180
C -1.74738 -19.51916 29.75868
O 11.55945 -15.42691 24.89674
H 6.12168 -17.26321 32.02042
H 10.16951 -16.35494 29.16490
H 3.25627 -12.01289 30.01996
H 1.76319 -18.72573 32.72914
C 6.66876 -12.75296 30.83225
H 1.31595 -20.63607 35.91156
H 0.88911 -16.50621 32.16681
H 1.44260 -16.42897 21.53423
C 3.10044 -16.16478 30.72222
H 4.08395 -12.07183 23.86636
H 8.77498 -20.06734 26.11368
C 5.37300 -8.66226 25.30621
C -1.79563 -14.02541 29.46912
H 9.52547 -13.32521 22.69774
H 3.26291 -23.52049 23.35213
H 10.57722 -8.04037 29.01858
H 9.57252 -15.02329 25.07210
C 5.58011 -18.66828 22.21604
H 6.71186 -10.13203 27.45211
H 1.04515 -20.34172 32.63941
C 3.90272 -13.14820 23.69483
H 2.44320 -22.66444 24.70563
H 8.24317 -23.04480 27.77508
C 5.51922 -17.14886 26.51090
H 1.56877 -21.72502 29.30153
O 11.29348 -21.42126 27.21562
C 0.03179 -12.94094 24.75453
H 1.12498 -17.80493 28.72876
H 2.54786 -19.97604 33.61896
O 10.43734 -17.08522 28.60683
O 5.52362 -9.95490 25.85683
H 10.39663 -15.27131 26.55052
C 4.97515 -13.24408 21.41631
C 0.42448 -20.27231 35.43902
H 3.82356 -22.70493 26.96405
O 8.56145 -10.31526 30.48225
C 9.91899 -14.24155 22.23928
H 12.15824 -23.79255 26.72230
H -1.39031 -15.60093 28.03614
H 3.88410 -9.02494 23.77676
H 2.57613 -22.88543 30.17841
H 10.09848 -17.94819 30.40143
H 3.83010 -24.14361 25.53451
C 1.53851 -17.35474 26.21823
O 9.09448 -13.28548 30.50190
O 8.60596 -22.45531 27.13491
H 6.75356 -12.65039 29.68906
H 2.28092 -10.74749 29.35854
H 1.83153 -17.47920 34.61374
C 0.48142 -18.36170 29.40392
C 8.30045 -11.28621 27.14345
H 4.05226 -13.56828 20.95732
H -1.39525 -14.41520 24.96623
O 7.06331 -20.11498 24.94550
C 3.54269 -20.49958 27.98358
C -2.72467 -14.84447 30.36529
H 5.28716 -19.03789 23.19105
O 5.10574 -21.51212 23.05106
C -0.88857 -18.70107 28.78338
C 9.21530 -9.04693 30.51188
H 4.88091 -12.15057 21.48828

## Properties
**Gap between HOMO and LUMO**: 9.843 eV
**HOMO**: -9.7 eV


Entry from the Open Molecules 2025 dataset: a 2-piece molecular cluster, C4H11N3O2 overall (ωB97M-V with the def2-TZVPD basis set).

CARTESIAN COORDINATES (ANGSTROEM)
H 0.32837 -2.72268 -1.59240
C 0.54252 -2.82400 1.57214
O 0.61443 -2.28181 -0.77488
C 0.00404 -3.02288 0.17818
C -0.26651 1.83852 -1.01789
H 0.23915 1.94829 -3.01018
H -0.18018 3.59897 1.68180
H -0.59259 3.23864 -2.55066
N 0.03711 0.47257 -0.95617
N -0.34913 2.68367 -0.09397
H -1.49507 2.27506 1.60926
H 0.88880 0.12679 -1.38434
O -0.97384 -3.67954 -0.11257
N -0.41660 2.28109 -2.33131
H -0.02331 0.07559 -0.02588
H 0.16032 1.84728 1.77740
H 1.38872 -3.46823 1.80861
H -0.23216 -3.22868 2.22190
H 0.81944 -1.77710 1.67244
C -0.49352 2.61844 1.32854

## Properties
**SMILES string**: CN=C(N)N.CC(=O)O
**Energy above the lowest of the compared OMol25 structures with the same formula, charge and spin**: 33.2 kcal/mol
**Gap between HOMO and LUMO**: 8.947 eV
**HOMO**: -8.4 eV


Entry from the Open Molecules 2025 dataset: a single C3H5N3 molecule (ωB97M-V with the def2-TZVPD basis set).

CARTESIAN COORDINATES (ANGSTROEM)
N -0.38865 0.12778 -0.18147
H 2.62722 -1.08204 -0.10742
C 1.79125 -0.39653 -0.10561
H -2.42137 0.43153 -0.08289
H -1.92862 -1.18661 -0.63457
H -0.17002 1.05391 0.22294
C 1.43025 2.01561 -0.07757
H -1.81233 -0.76570 1.09708
N 0.57526 -0.79261 -0.14945
C -1.71429 -0.38384 0.07468
N 2.01130 0.97852 -0.05573

## Properties
**Energy above the lowest of the compared OMol25 structures with the same formula, charge and spin**: 65.9 kcal/mol
**Gap between HOMO and LUMO**: 10.010 eV
**HOMO**: -9.1 eV